1.
{
  "formula": "C62H71F10NO6Si2",
  "method": "ωB97M-V with the def2-TZVPD basis set",
  "species": ["C", "C", "Si", "C", "C", "C", "O", "C", "C", "O", "O", "C", "C", "O", "O", "Si", "C", "C", "C", "C", "C", "O", "C", "C", "C", "C", "F", "F", "F", "C", "N", "C", "H", "H", "H", "H", "H", "H", "H", "H", "H", "H", "H", "H", "H", "H", "H", "H", "H", "H", "H", "H", "H", "H", "H", "H", "H", "H", "H", "H", "H", "H", "H", "H", "H", "H", "H", "H", "F", "C", "C", "C", "C", "C", "C", "H", "H", "H", "H", "H", "F", "C", "C", "C", "C", "C", "C", "H", "H", "H", "H", "H", "F", "C", "C", "C", "C", "C", "C", "H", "H", "H", "H", "H", "F", "C", "C", "C", "C", "C", "C", "H", "H", "H", "H", "H", "F", "C", "C", "C", "C", "C", "C", "H", "H", "H", "H", "H", "F", "C", "C", "C", "C", "C", "C", "H", "H", "H", "H", "H", "F", "C", "C", "C", "C", "C", "C", "H", "H", "H", "H", "H"],
  "xyz": [[1.9398, -0.7227, 2.7962], [0.9271, -1.2497, 2.4418], [-0.5948, -2.1714, 2.0683], [-1.1094, -1.6451, 0.3588], [-2.4378, -0.8719, 0.2632], [-3.4702, -1.6435, -0.5040], [-4.7251, -0.9753, -0.4326], [-1.8499, -1.7392, 3.4098], [-2.0343, -0.3198, 3.7649], [-3.0758, 0.2704, 3.6872], [-0.8944, 0.2907, 4.2500], [-0.4032, 1.4139, 3.6186], [-0.9307, 1.7137, 2.2664], [0.4369, 2.0704, 4.1665], [-0.3720, -3.7837, 2.2723], [0.5242, -4.8162, 1.3206], [-0.5584, -6.0619, 0.3927], [-2.0663, -5.8207, 0.3106], [-2.7971, -5.9782, 1.6330], [-4.3142, -5.7885, 1.4422], [-4.9640, -5.0014, 2.5542], [-6.1133, -4.3341, 2.0658], [-6.7355, -3.5281, 3.0432], [1.5967, -5.8010, 2.4873], [0.8872, -6.1011, 3.8031], [1.8219, -6.5782, 4.8705], [2.4095, -5.5342, 5.5221], [2.8360, -7.3608, 4.3942], [1.1707, -7.3207, 5.8172], [1.6830, -3.9603, 0.1077], [2.9241, -3.5106, 0.7976], [4.1169, -4.2374, 0.3437], [2.8054, -0.1962, 3.0971], [-0.3084, -1.0163, -0.0110], [-1.1498, -2.4754, -0.3346], [-2.8576, -0.5679, 1.2154], [-2.2735, 0.0443, -0.2898], [-3.5766, -2.6471, -0.1334], [-3.1659, -1.6242, -1.5393], [-5.3663, -1.5971, -0.0610], [-2.8296, -2.1037, 3.1334], [-1.4875, -2.2843, 4.2772], [-0.7662, 0.8961, 1.5766], [-1.9856, 1.9373, 2.3184], [-0.4234, 2.5884, 1.8996], [-0.1625, -6.1459, -0.6144], [-0.4273, -7.0386, 0.8431], [-2.4921, -6.5574, -0.3659], [-2.3113, -4.8578, -0.1184], [-2.6426, -6.9718, 2.0239], [-2.4518, -5.2330, 2.3366], [-4.8040, -6.7406, 1.2771], [-4.4743, -5.2184, 0.5415], [-4.2582, -4.2572, 2.9207], [-5.2442, -5.6537, 3.3807], [-7.5052, -2.9478, 2.5539], [-7.1834, -4.1368, 3.8249], [-6.0194, -2.8485, 3.5009], [1.9006, -6.7272, 2.0153], [2.4928, -5.2318, 2.7040], [0.1280, -6.8591, 3.6686], [0.4438, -5.1922, 4.1847], [1.9330, -4.7345, -0.6133], [1.2450, -3.1563, -0.4775], [3.0515, -2.5483, 0.5151], [4.8750, -4.1935, 1.1151], [3.8825, -5.2813, 0.1882], [4.5515, -3.8168, -0.5589], [-1.8739, -0.7456, -3.1230], [-2.3419, -0.7490, -4.3917], [-1.7596, -1.5763, -5.3275], [-2.2449, -1.5364, -6.6276], [-3.2794, -0.6755, -6.9673], [-3.8437, 0.1446, -5.9999], [-3.3788, 0.1053, -4.6952], [-0.9440, -2.2269, -5.0426], [-1.8047, -2.1770, -7.3795], [-3.6419, -0.6405, -7.9852], [-4.6433, 0.8235, -6.2618], [-3.8024, 0.7336, -3.9231], [-2.6490, 3.0056, -7.6573], [-2.0996, 3.7386, -6.6637], [-1.3313, 3.1022, -5.7125], [-0.7691, 3.8616, -4.6961], [-0.9852, 5.2310, -4.6410], [-1.7655, 5.8472, -5.6094], [-2.3288, 5.0992, -6.6352], [-1.1803, 2.0318, -5.7666], [-0.1594, 3.3790, -3.9437], [-0.5440, 5.8171, -3.8457], [-1.9356, 6.9119, -5.5652], [-2.9370, 5.5572, -7.4044], [4.2366, 8.0974, 3.2682], [3.6435, 6.9595, 3.6980], [2.2745, 6.9392, 3.8608], [1.6795, 5.7615, 4.2905], [2.4481, 4.6373, 4.5589], [3.8242, 4.6913, 4.3911], [4.4322, 5.8586, 3.9522], [1.6942, 7.8269, 3.6490], [0.6055, 5.7196, 4.4118], [1.9741, 3.7239, 4.8843], [4.4302, 3.8184, 4.5940], [5.5016, 5.9178, 3.8093], [-0.8557, 8.8048, -5.3895], [-0.4808, 9.4018, -6.5455], [0.0043, 10.6911, -6.4898], [0.3902, 11.3025, -7.6730], [0.2826, 10.6265, -8.8797], [-0.2104, 9.3299, -8.9035], [-0.5957, 8.7018, -7.7283], [0.0740, 11.1992, -5.5379], [0.7773, 12.3120, -7.6495], [0.5836, 11.1090, -9.7993], [-0.2964, 8.7996, -9.8421], [-0.9720, 7.6883, -7.7246], [-1.1012, -8.4870, 2.7593], [-1.5342, -9.4859, 3.5652], [-2.8892, -9.6274, 3.7746], [-3.3217, -10.6534, 4.6016], [-2.4053, -11.5045, 5.2022], [-1.0475, -11.3324, 4.9737], [-0.5989, -10.3155, 4.1443], [-3.5859, -8.9492, 3.3006], [-4.3807, -10.7864, 4.7760], [-2.7491, -12.3003, 5.8482], [-0.3302, -11.9909, 5.4438], [0.4537, -10.1630, 3.9486], [0.8506, 2.8764, -0.2470], [1.2113, 4.1184, -0.6461], [0.2204, 5.0620, -0.8217], [0.5884, 6.3364, -1.2274], [1.9232, 6.6421, -1.4524], [2.8972, 5.6705, -1.2679], [2.5455, 4.3927, -0.8583], [-0.8136, 4.7982, -0.6445], [-0.1729, 7.0927, -1.3651], [2.2043, 7.6371, -1.7686], [3.9384, 5.9042, -1.4397], [3.2893, 3.6239, -0.6997], [5.9957, 4.7397, -0.5787], [7.0305, 4.5768, 0.2759], [8.0288, 3.6855, -0.0568], [9.0884, 3.5226, 0.8236], [9.1319, 4.2389, 2.0109], [8.1111, 5.1271, 2.3192], [7.0481, 5.3050, 1.4467], [7.9712, 3.1342, -0.9852], [9.8835, 2.8319, 0.5782], [9.9597, 4.1059, 2.6936], [8.1408, 5.6865, 3.2449], [6.2465, 5.9981, 1.6604]],
  "atomic_forces_ev_per_a": [[0.5, 0.5, 0.1], [-0.4, -0.6, 0.0], [-0.3, 0.2, 0.2], [-0.3, 0.2, 0.1], [0.3, 0.2, 0.0], [-0.5, 0.7, -0.1], [-0.5, -0.3, 0.2], [0.2, -0.1, -0.2], [-0.5, 0.4, 0.0], [0.3, 0.0, 0.0], [0.1, 0.1, -0.1], [0.4, 0.3, 0.5], [-0.2, 0.4, -0.2], [-0.3, -0.5, 0.1], [0.1, 0.2, -0.5], [0.1, -0.8, 0.0], [-0.4, 0.6, 0.2], [0.0, -0.5, 0.1], [-0.9, 0.1, -0.3], [0.3, 0.2, -0.1], [-0.3, 0.0, -0.1], [0.0, 0.0, -0.2], [0.2, -0.2, -0.1], [-0.1, 0.3, 0.3], [0.2, -0.1, -0.3], [0.5, -0.3, 0.6], [-0.2, -0.6, -0.3], [-0.6, 0.4, 0.3], [0.4, 0.4, -0.5], [0.2, 0.0, 0.4], [-0.1, 0.1, -0.6], [-0.1, 0.3, 0.5], [0.3, 0.1, 0.1], [0.3, 0.1, -0.1], [0.0, -0.5, -0.2], [0.0, -0.1, 0.3], [0.0, 0.4, -0.1], [0.1, -0.7, 0.1], [0.1, -0.5, -0.4], [0.1, 0.3, -0.1], [-0.2, -0.3, 0.0], [0.1, -0.1, 0.2], [0.0, -0.3, -0.1], [-0.4, -0.1, 0.0], [0.3, 0.2, -0.1], [0.2, 0.0, -0.3], [0.2, -0.3, 0.2], [-0.1, -0.1, -0.3], [0.0, 0.5, -0.1], [0.4, -0.1, 0.3], [0.3, 0.0, 0.4], [-0.2, -0.2, 0.1], [-0.1, 0.3, -0.5], [0.2, 0.2, 0.2], [0.0, -0.1, 0.3], [-0.2, 0.1, -0.1], [-0.1, -0.1, 0.2], [0.2, 0.2, 0.1], [0.1, -0.3, -0.2], [0.3, 0.2, -0.1], [-0.3, -0.1, 0.0], [-0.3, 0.1, 0.2], [0.0, -0.2, -0.3], [-0.2, 0.2, -0.1], [0.0, 0.1, 0.4], [0.2, 0.0, 0.2], [-0.1, -0.3, -0.1], [0.0, -0.1, -0.4], [0.2, -0.1, 0.0], [0.0, 0.1, 0.0], [0.1, -0.1, 0.0], [0.0, 0.0, 0.0], [0.0, 0.0, 0.0], [0.0, -0.1, -0.1], [-0.1, 0.2, 0.0], [0.0, 0.0, 0.0], [0.0, 0.0, 0.0], [0.0, 0.0, 0.0], [0.0, 0.0, 0.0], [0.0, 0.0, 0.0], [0.0, 0.0, 0.0], [0.0, 0.0, 0.0], [0.1, -0.2, 0.1], [0.0, 0.0, 0.0], [0.0, 0.0, 0.0], [-0.1, -0.1, 0.0], [0.0, 0.1, 0.0], [0.0, 0.0, 0.0], [0.0, 0.0, 0.0], [0.0, 0.0, 0.0], [0.0, 0.0, 0.0], [0.0, 0.0, 0.0], [0.0, 0.0, 0.0], [0.0, 0.0, 0.0], [-0.1, 0.0, 0.0], [0.0, 0.0, 0.0], [0.0, 0.0, 0.0], [-0.1, 0.0, 0.0], [0.1, 0.0, 0.0], [0.0, 0.0, 0.0], [0.0, 0.0, 0.0], [0.0, 0.0, 0.0], [0.0, 0.0, 0.0], [0.0, 0.0, 0.0], [0.1, 0.1, 0.0], [0.0, 0.0, 0.0], [0.0, 0.1, 0.1], [0.0, 0.0, 0.0], [0.0, 0.0, 0.0], [0.0, 0.0, 0.0], [0.0, -0.1, 0.0], [0.0, 0.0, 0.0], [0.0, 0.0, 0.0], [0.0, 0.0, 0.0], [0.0, 0.0, 0.0], [0.0, 0.0, 0.0], [0.0, -0.1, 0.0], [0.0, -0.1, 0.1], [-0.1, 0.0, 0.0], [0.0, 0.0, 0.0], [0.0, 0.0, 0.0], [0.0, 0.0, 0.0], [0.1, 0.0, 0.0], [0.0, 0.0, 0.0], [0.0, 0.0, 0.0], [0.0, 0.0, 0.0], [0.0, 0.0, 0.0], [0.0, 0.0, 0.0], [0.0, 0.0, 0.0], [-0.1, 0.0, 0.0], [-0.1, 0.0, 0.0], [0.0, 0.0, 0.0], [0.0, 0.0, 0.0], [0.0, 0.0, 0.0], [0.1, -0.1, 0.0], [0.0, 0.0, 0.0], [0.0, 0.0, 0.0], [0.0, 0.0, 0.0], [0.0, 0.0, 0.0], [0.0, 0.0, 0.0], [0.0, 0.0, 0.0], [0.0, 0.0, 0.0], [0.0, -0.1, -0.1], [0.0, 0.0, 0.0], [0.0, 0.0, 0.0], [0.0, 0.0, 0.0], [-0.1, 0.1, 0.0], [0.0, 0.0, 0.0], [0.0, 0.0, 0.0], [0.0, 0.0, 0.0], [0.0, 0.0, 0.0], [0.0, 0.0, 0.0]],
  "lowdin_charge": [0.097, -0.125, 0.437, -0.210, -0.226, -0.266, -0.054, -0.091, -0.517, 0.138, 0.090, -0.483, 0.037, 0.123, -0.241, 0.533, -0.204, -0.249, -0.197, -0.162, -0.241, -0.191, -0.108, -0.195, -0.128, -0.576, 0.115, 0.108, 0.104, -0.252, -0.161, -0.132, 0.041, 0.078, 0.071, 0.088, 0.112, 0.108, 0.097, 0.084, 0.089, 0.112, 0.074, 0.098, 0.082, 0.075, 0.064, 0.114, 0.090, 0.084, 0.094, 0.115, 0.102, 0.105, 0.127, 0.085, 0.085, 0.082, 0.090, 0.082, 0.103, 0.117, 0.072, 0.074, 0.083, 0.071, 0.071, 0.075, 0.041, -0.290, -0.018, -0.082, -0.091, -0.083, -0.019, 0.116, 0.104, 0.103, 0.109, 0.124, 0.048, -0.285, -0.017, -0.071, -0.078, -0.086, -0.019, 0.111, 0.103, 0.088, 0.083, 0.117, 0.046, -0.288, -0.018, -0.074, -0.086, -0.073, -0.028, 0.116, 0.106, 0.079, 0.105, 0.094, 0.039, -0.276, -0.017, -0.083, -0.096, -0.079, -0.011, 0.118, 0.105, 0.101, 0.106, 0.103, 0.030, -0.274, -0.013, -0.080, -0.092, -0.076, -0.011, 0.111, 0.106, 0.102, 0.107, 0.120, 0.043, -0.284, -0.025, -0.098, -0.089, -0.075, -0.010, 0.119, 0.106, 0.102, 0.094, 0.115, 0.047, -0.277, -0.017, -0.084, -0.095, -0.082, -0.017, 0.117, 0.105, 0.101, 0.105, 0.106],
  "total_energy_ha": -4489.0456,
  "spin_multiplicity": 1
}

2.
{
  "formula": "H22O11",
  "method": "ωB97M-V with the def2-TZVPD basis set",
  "species": ["O", "H", "H", "O", "H", "H", "O", "H", "H", "O", "H", "H", "O", "H", "H", "O", "H", "H", "O", "H", "H", "O", "H", "H", "O", "H", "H", "O", "H", "H", "O", "H", "H"],
  "xyz": [[9.8440, -18.6816, -44.9370], [10.2623, -18.2107, -45.6578], [10.0084, -18.1371, -44.1672], [7.5900, -17.5322, -44.1220], [8.5447, -17.5988, -44.1025], [7.3729, -16.9768, -43.3732], [6.6070, -19.8833, -44.5382], [5.8672, -19.5628, -45.0542], [6.7434, -19.2108, -43.8708], [9.9327, -17.2535, -43.3817], [9.9951, -17.5940, -42.4893], [10.7041, -16.6954, -43.4800], [5.1742, -15.4899, -43.2163], [4.4845, -15.5230, -42.5534], [5.9674, -15.7551, -42.7508], [8.7985, -16.2096, -45.8409], [9.5952, -15.6979, -45.9810], [9.1037, -17.0250, -45.4432], [7.2854, -17.8510, -46.5274], [7.4852, -17.3870, -45.7144], [6.8116, -18.6339, -46.2467], [6.8713, -16.4645, -42.2478], [6.6748, -16.2950, -41.3264], [7.6416, -15.9270, -42.4317], [6.6789, -18.6703, -42.3982], [6.8074, -17.7300, -42.5228], [7.5579, -19.0434, -42.4643], [8.1265, -14.9678, -43.4117], [8.2899, -15.4472, -44.2239], [8.8114, -15.2679, -42.8140], [8.5420, -20.2510, -45.2116], [7.6667, -20.0462, -44.8829], [9.0487, -19.4536, -45.0577]],
  "atomic_forces_ev_per_a": [[6.0, 3.8, -2.6], [0.4, -0.6, -0.9], [1.0, -1.6, -0.6], [0.9, 0.5, -1.2], [-1.3, -0.4, -0.1], [0.5, -0.5, -2.7], [-7.6, -0.1, 1.3], [-0.5, -0.2, 0.0], [-0.8, 0.4, 0.7], [1.4, 4.6, 5.4], [0.0, -0.3, 0.8], [0.6, 0.5, -0.1], [-2.8, 1.6, -1.4], [-0.5, 0.1, -0.1], [-1.4, 1.0, -1.0], [1.3, 2.1, 0.3], [0.3, 0.4, -0.5], [0.0, -0.3, -0.8], [-0.7, -0.4, -1.6], [-1.2, -0.3, -0.4], [0.4, -0.1, -0.2], [1.6, 1.3, 6.8], [-0.4, -0.5, 0.8], [0.2, 1.5, -0.4], [-0.9, -3.2, 2.4], [-0.9, -2.2, 1.0], [0.1, -0.5, 0.3], [1.0, 1.9, 0.6], [0.1, -0.4, -1.5], [1.4, 0.8, -0.3], [2.3, -4.9, -1.6], [1.4, -1.2, -1.4], [-2.0, -2.8, -1.0]],
  "nbo_charge": [-0.873, 0.470, 0.437, -0.948, 0.457, 0.434, -0.878, 0.469, 0.498, -0.883, 0.521, 0.521, -0.976, 0.446, 0.434, -0.924, 0.469, 0.458, -0.963, 0.470, 0.453, -0.871, 0.531, 0.486, -0.924, 0.439, 0.447, -0.893, 0.519, 0.437, -1.087, 0.417, 0.409],
  "e_above_lowest_kj_mol": 1402.9,
  "total_energy_ha": -840.3458,
  "spin_multiplicity": 1
}

3.
{
  "formula": "C15H22N4O3S3",
  "method": "ωB97M-V with the def2-TZVPD basis set",
  "species": ["C", "C", "H", "H", "O", "C", "O", "C", "C", "N", "C", "N", "C", "O", "C", "H", "H", "S", "C", "N", "C", "H", "C", "N", "C", "H", "H", "H", "C", "C", "H", "H", "H", "H", "H", "H", "H", "S", "H", "S", "C", "H", "H", "H", "H", "H", "H"],
  "xyz": [[-7.7940, -0.4606, 0.0138], [-6.6300, -0.8497, -1.0969], [-6.3924, -1.8173, -1.0479], [-7.0501, -0.6275, -2.1341], [-5.5579, -0.2720, -1.0501], [-4.7775, -0.6425, 0.0737], [-4.9755, -1.6948, 0.8288], [-3.5894, 0.3465, 0.0037], [-2.5123, 0.2480, 0.8386], [-1.5220, 1.1778, 0.7744], [-1.9784, 2.2860, -0.0878], [-1.3236, 3.2859, -0.5854], [0.0471, 3.4596, -0.1780], [0.4839, 4.7454, -0.5022], [0.7274, 2.7868, 0.8287], [0.0239, 2.5410, 1.9290], [1.6992, 3.1401, 1.3147], [1.1682, 1.1554, 0.3080], [3.0638, 1.5475, -0.1393], [3.4977, 0.5273, -0.6920], [2.8486, -0.7679, -1.2739], [1.6969, -0.6013, -0.9041], [3.4584, -1.7828, -0.2714], [4.8350, -1.9270, -0.3597], [5.4811, -2.9415, -0.0960], [6.6297, -3.1309, -0.0957], [5.0223, -4.2089, -0.2180], [5.4001, -2.9010, 1.2072], [5.4495, -0.7631, -0.0387], [4.9953, 0.3730, -0.9251], [5.4212, 1.4738, -0.7608], [5.1263, 0.1891, -2.1800], [6.6339, -0.7681, -0.3074], [5.3453, -0.6237, 0.8961], [2.9806, -2.9099, -0.6288], [3.2497, -1.5093, 0.7691], [3.1558, -0.9514, -2.4064], [3.7781, 2.7575, 0.7781], [-1.6675, 3.8179, -1.1755], [-3.5805, 1.8778, -0.7772], [-2.1000, -0.9280, 2.0781], [-2.3430, -0.3640, 3.1637], [-3.0177, -1.6830, 1.8637], [-1.2300, -1.3854, 1.7704], [-8.8698, -0.9354, -0.3574], [-7.3521, -0.7890, 0.9165], [-7.9556, 0.4997, -0.0663]],
  "atomic_forces_ev_per_a": [[-0.1, -5.9, -3.7], [-12.4, -1.6, -2.4], [-0.5, -4.6, 0.3], [0.0, -0.5, 1.1], [10.3, 5.5, 4.0], [1.3, -2.0, 0.8], [0.7, 5.8, -4.1], [-1.5, -2.3, 2.2], [2.5, -1.7, 2.7], [-2.0, 4.1, -2.6], [-3.0, -7.4, 1.9], [8.1, -6.1, 7.8], [-0.6, 12.0, -2.8], [-2.0, -7.4, 1.0], [0.1, -3.4, 6.4], [1.6, 1.0, -3.6], [-1.2, 0.7, -1.4], [1.5, 0.0, -0.9], [-4.2, 2.6, 4.4], [3.9, -4.3, -5.0], [-1.3, 1.8, 2.4], [2.7, -0.9, -2.0], [-3.0, -4.3, -2.2], [-3.9, 6.0, -7.3], [4.7, -13.5, 8.3], [-2.0, 1.3, -1.2], [0.9, 4.3, -0.3], [0.7, -1.2, -1.5], [5.9, 2.5, -7.6], [-0.8, 3.1, -2.7], [-0.5, -2.8, 0.1], [-0.2, 0.1, 3.7], [-2.6, -0.5, 0.9], [-0.6, 1.9, 7.3], [1.1, 3.1, 1.5], [-0.9, -0.1, 0.1], [-1.0, 0.6, 2.6], [0.4, -0.4, -1.1], [-3.8, 6.7, -7.0], [0.9, 0.6, 0.0], [-7.5, 2.6, -0.9], [1.4, -1.7, -3.1], [2.3, 1.5, 1.0], [2.2, -0.5, 0.1], [3.0, 0.6, 1.4], [-0.5, -0.3, 1.3], [-0.6, 5.3, 0.0]],
  "nbo_charge": [-0.621, -0.028, 0.167, 0.160, -0.489, 0.777, -0.603, -0.459, 0.265, -0.553, 0.290, -0.558, 0.622, -0.571, -0.729, 0.308, 0.329, 0.178, 0.088, -0.460, -0.239, 0.262, -0.209, -0.549, -0.326, 0.245, 0.213, 0.037, -0.206, -0.235, 0.272, 0.212, 0.212, 0.184, 0.222, 0.198, 0.251, -0.186, 0.406, 0.417, -0.627, 0.247, 0.253, 0.217, 0.206, 0.221, 0.188],
  "total_energy_ha": -2223.5487,
  "spin_multiplicity": 1
}

4.
{
  "formula": "C4H10N",
  "method": "ωB97M-V with the def2-TZVPD basis set",
  "species": ["C", "C", "C", "C", "N", "H", "H", "H", "H", "H", "H", "H", "H", "H", "H"],
  "xyz": [[0.9938, -2.0463, -1.8987], [-0.3346, -0.4835, -0.4677], [0.3268, -1.2700, -1.1900], [-0.2506, 1.0748, -0.8200], [-0.4736, 0.8135, 2.3516], [0.6641, -2.3537, -2.9093], [2.0588, -2.2402, -1.7351], [-0.8900, -0.8422, 0.3803], [-1.3833, 0.5319, 2.3482], [0.5080, 1.0429, -1.5706], [0.0903, 1.5794, 0.0885], [-1.2254, 1.3449, -1.3367], [-0.3016, 1.8790, 2.5469], [-0.0038, 0.7315, 1.3622], [0.2210, 0.2379, 2.8506]],
  "atomic_forces_ev_per_a": [[2.8, -2.1, -3.7], [-1.3, 3.8, 1.5], [-0.3, -0.4, 0.6], [-1.5, -2.9, -0.2], [6.7, 3.4, -2.0], [-0.2, -0.1, 0.8], [-0.4, 0.0, 0.3], [-0.6, -0.2, 0.0], [-3.3, -1.1, 0.2], [0.6, 0.8, -0.3], [-0.3, 1.0, -0.9], [1.2, 0.4, 1.3], [-0.8, -2.5, 0.2], [-1.7, -0.1, 1.4], [-0.9, 0.1, 0.7]],
  "nbo_charge": [-0.446, -0.357, 0.101, -0.605, -0.894, 0.251, 0.245, 0.191, 0.447, 0.251, 0.145, 0.256, 0.472, 0.480, 0.463],
  "e_above_lowest_kj_mol": 339.8,
  "total_energy_ha": -212.7909,
  "spin_multiplicity": 1,
  "charge": 1
}

Number 1: HOMO -8.81 eV. Number 2: HOMO -7.48 eV. Number 3: HOMO -8.23 eV. Number 4: HOMO -13.41 eV.